Entry 1:
{"formula": "C4H6N2O", "method": "wB97M-V/def2-TZVPD", "elements": ["C", "C", "N", "O", "C", "N", "C", "H", "H", "H", "H", "H", "H"], "coordinates": [[-2.313, 0.209, -0.110], [-0.835, 0.063, -0.293], [-0.389, -0.684, -1.273], [0.975, -0.783, -1.091], [1.322, -0.115, 0.026], [2.628, -0.243, 0.497], [0.229, 0.488, 0.555], [-2.829, -0.336, -0.905], [-2.609, -0.232, 0.849], [-2.644, 1.251, -0.116], [3.275, 0.440, 0.123], [2.978, -1.175, 0.308], [0.212, 1.117, 1.431]], "forces_ev_per_angstrom": [[-0.0400, 0.0435, -0.0376], [-0.0272, -0.1659, -0.1425], [-0.2994, 0.1278, 0.2700], [0.2999, -0.0931, 0.1621], [-0.2083, 0.0694, 0.0530], [0.0691, -0.0123, -0.1616], [0.1237, -0.0351, -0.0399], [0.0788, 0.1298, 0.0945], [0.0575, 0.1032, -0.1458], [0.1102, -0.0947, -0.0129], [-0.0915, 0.0192, 0.0028], [0.0535, 0.0999, -0.0320], [-0.1261, -0.1916, -0.0101]], "homo_ev": -9.276, "smiles": "Cc1cc(N)on1", "spin_multiplicity": 1, "relative_energy_kcal_mol": 41.3, "energy_ha": -340.7291}

***

Entry 2:
{"formula": "C2H3NOS2", "method": "wB97M-V/def2-TZVPD", "elements": ["C", "C", "H", "H", "H", "N", "O", "S", "S"], "coordinates": [[0.052, 0.109, -0.372], [-0.641, -0.655, 2.032], [0.717, 1.341, -3.407], [0.878, -0.435, 0.075], [-1.395, -0.652, 2.855], [-0.111, 0.655, -1.471], [0.420, -1.172, 2.090], [1.325, 0.516, -2.534], [-1.244, 0.292, 0.733]], "forces_ev_per_angstrom": [[0.2071, -0.4789, 1.2949], [-1.3602, 0.5386, 1.0931], [0.4321, -0.2043, -0.0970], [0.4239, -0.0668, -0.4159], [0.3348, -0.2439, -0.0859], [1.7338, 0.3397, -2.4192], [1.4163, -0.9752, 0.2490], [-1.5800, 0.5137, 0.3723], [-1.6077, 0.5770, 0.0088]], "homo_ev": -9.089, "smiles": "O=CS/C=N/S", "spin_multiplicity": 1, "relative_energy_kcal_mol": 37.0, "energy_ha": -1004.3285}

***

Entry 3:
{"formula": "C46H46BBrClHgN13O3S", "method": "wB97M-V/def2-TZVPD", "elements": ["Hg", "N", "C", "S", "N", "N", "C", "C", "C", "C", "C", "C", "C", "C", "C", "C", "C", "C", "N", "H", "H", "H", "H", "H", "H", "H", "H", "H", "H", "H", "N", "C", "N", "C", "N", "C", "C", "N", "C", "C", "N", "H", "H", "H", "H", "H", "C", "C", "C", "C", "C", "O", "C", "C", "C", "C", "C", "C", "Cl", "C", "C", "C", "N", "C", "N", "C", "N", "H", "H", "H", "H", "H", "H", "H", "H", "H", "H", "H", "H", "H", "H", "H", "H", "H", "H", "H", "H", "H", "H", "Br", "C", "C", "C", "C", "N", "C", "H", "H", "H", "H", "O", "B", "O", "C", "C", "C", "C", "C", "C", "H", "H", "H", "H"], "coordinates": [[-0.634, 0.627, -0.481], [-6.034, -1.333, 0.005], [-4.832, -0.710, 0.381], [-3.384, -1.760, 0.255], [-4.834, 0.498, 0.787], [-3.638, 1.123, 0.951], [-3.731, 2.254, 1.668], [-5.017, 2.691, 2.285], [-5.152, 2.778, 3.669], [-6.340, 3.202, 4.252], [-7.424, 3.541, 3.457], [-7.311, 3.443, 2.075], [-6.123, 3.018, 1.500], [-2.577, 3.071, 1.837], [-2.630, 4.338, 2.496], [-1.518, 5.133, 2.561], [-0.317, 4.701, 1.972], [-0.343, 3.453, 1.365], [-1.389, 2.646, 1.302], [-6.077, -2.304, 0.280], [-6.825, -0.804, 0.350], [-4.305, 2.513, 4.291], [-6.416, 3.263, 5.331], [-8.352, 3.872, 3.908], [-8.154, 3.695, 1.443], [-6.051, 2.913, 0.425], [-3.561, 4.681, 2.927], [-1.576, 6.098, 3.054], [0.573, 5.316, 1.950], [0.553, 3.073, 0.875], [3.129, 3.259, 1.315], [3.187, 1.963, 1.648], [3.035, 1.228, 0.573], [2.849, 2.147, -0.417], [2.904, 3.397, -0.003], [2.520, 1.799, -1.813], [2.104, 2.791, -2.699], [1.698, 2.507, -3.927], [1.709, 1.224, -4.266], [2.150, 0.241, -3.395], [2.563, 0.514, -2.161], [3.118, 4.066, 1.915], [3.352, 1.591, 2.646], [2.076, 3.827, -2.384], [1.341, 0.964, -5.251], [2.147, -0.801, -3.695], [6.281, -2.825, 2.116], [5.388, -3.233, 0.933], [5.112, -4.734, 1.066], [6.187, -2.974, -0.348], [4.087, -2.362, 0.933], [4.536, -1.047, 1.205], [3.337, -2.288, -0.415], [2.899, -3.539, -1.194], [1.721, -4.313, -0.651], [0.458, -3.724, -0.623], [-0.649, -4.412, -0.149], [-0.490, -5.710, 0.305], [-1.869, -6.586, 0.911], [0.745, -6.332, 0.268], [1.839, -5.630, -0.219], [3.155, -2.814, 2.082], [2.223, -1.790, 2.526], [0.955, -1.551, 2.153], [0.415, -0.614, 2.901], [1.427, -0.297, 3.742], [2.538, -0.983, 3.567], [7.150, -3.488, 2.148], [5.768, -2.904, 3.076], [6.626, -1.799, 2.010], [6.063, -5.272, 1.043], [4.499, -5.122, 0.257], [4.622, -4.981, 2.010], [7.166, -3.453, -0.273], [6.340, -1.903, -0.487], [5.692, -3.370, -1.236], [3.879, -0.396, 0.886], [3.974, -1.698, -1.075], [2.460, -1.650, -0.257], [3.738, -4.217, -1.352], [2.619, -3.183, -2.191], [0.321, -2.711, -0.991], [-1.625, -3.947, -0.143], [0.847, -7.354, 0.608], [2.799, -6.130, -0.262], [3.743, -3.058, 2.963], [2.580, -3.696, 1.799], [0.469, -2.079, 1.350], [1.340, 0.452, 4.514], [0.186, 6.001, -1.794], [-1.330, 4.863, -1.736], [-2.364, 5.134, -0.861], [-3.442, 4.268, -0.858], [-3.425, 3.175, -1.713], [-2.432, 2.927, -2.563], [-1.395, 3.762, -2.571], [-2.315, 5.975, -0.183], [-4.266, 4.420, -0.176], [-4.234, 2.452, -1.701], [-0.589, 3.545, -3.264], [-1.919, -2.259, -2.041], [-2.855, -1.417, -1.428], [-3.255, -0.401, -2.285], [-2.472, -0.555, -3.402], [-2.408, 0.237, -4.524], [-1.511, -0.157, -5.517], [-0.717, -1.290, -5.376], [-0.781, -2.079, -4.226], [-1.671, -1.679, -3.257], [-3.000, 1.136, -4.603], [-1.426, 0.441, -6.416], [-0.034, -1.565, -6.170], [-0.170, -2.962, -4.094]], "forces_ev_per_angstrom": [[-0.0456, -0.0161, 0.0994], [0.0339, -0.0016, 0.0075], [-0.0338, 0.1528, 0.0748], [-0.0796, 0.0169, -0.0749], [0.0780, -0.1873, -0.0997], [-0.0644, 0.1206, 0.0487], [0.0604, -0.0523, -0.0002], [-0.0351, 0.0090, -0.0619], [0.0302, 0.0118, 0.0182], [-0.0032, 0.0001, -0.0012], [0.0029, -0.0073, -0.0019], [-0.0013, 0.0014, 0.0004], [-0.0034, -0.0024, -0.0051], [-0.0070, -0.1489, 0.1620], [-0.0415, -0.0402, -0.0089], [0.0312, 0.0384, 0.0222], [0.0079, -0.0738, -0.0322], [0.0348, -0.0246, 0.0142], [-0.0423, 0.1961, -0.1281], [-0.0009, -0.0001, -0.0003], [-0.0007, 0.0010, 0.0023], [-0.0041, 0.0000, -0.0019], [-0.0011, -0.0018, -0.0006], [0.0011, -0.0002, 0.0004], [0.0006, 0.0017, 0.0024], [0.0008, 0.0208, 0.0019], [0.0056, -0.0021, -0.0115], [0.0014, 0.0026, -0.0068], [-0.0035, 0.0028, 0.0045], [-0.0048, 0.0238, 0.0140], [-0.0441, -0.0017, 0.0410], [0.0846, 0.0599, 0.0322], [-0.0822, -0.0243, -0.0762], [0.0231, -0.0294, -0.0453], [-0.0023, -0.0392, -0.0166], [0.0254, -0.1015, 0.1572], [0.0162, 0.0059, 0.1251], [-0.0120, 0.0713, -0.0771], [-0.0367, -0.1016, -0.0437], [0.0102, -0.1105, 0.1399], [0.0290, 0.2274, -0.2005], [0.0169, 0.0064, 0.0047], [-0.0084, 0.0109, -0.0042], [0.0063, -0.0029, 0.0079], [0.0202, 0.0043, 0.0024], [0.0139, -0.0034, -0.0027], [0.0051, -0.0111, -0.0022], [0.0043, 0.0318, 0.0034], [-0.0031, -0.0266, -0.0063], [0.0108, -0.0064, -0.0050], [0.0223, -0.0080, -0.0325], [0.0175, 0.0066, -0.0201], [-0.0099, 0.0127, 0.0432], [0.0113, -0.0206, -0.0076], [-0.0053, 0.0222, -0.0022], [-0.0172, 0.0062, 0.0061], [0.0253, 0.0083, 0.0084], [0.0022, -0.0093, 0.0037], [-0.0002, -0.0014, 0.0007], [-0.0040, 0.0044, 0.0008], [0.0108, -0.0091, 0.0199], [0.0013, 0.0343, 0.0273], [0.0071, -0.0130, 0.0715], [-0.0120, -0.0254, 0.0000], [0.0454, 0.0731, -0.0280], [0.0018, -0.0472, 0.0064], [0.0055, 0.0273, -0.0423], [-0.0017, 0.0059, 0.0000], [0.0055, -0.0043, -0.0067], [-0.0037, 0.0070, -0.0025], [0.0012, -0.0007, 0.0054], [0.0258, 0.0181, 0.0273], [-0.0001, 0.0007, -0.0064], [-0.0036, 0.0007, 0.0027], [0.0000, -0.0003, -0.0004], [0.0102, 0.0070, 0.0105], [-0.0010, -0.0396, -0.0191], [-0.0049, 0.0017, -0.0074], [-0.0147, -0.0042, 0.0011], [-0.0147, 0.0053, -0.0093], [-0.0021, 0.0110, 0.0045], [0.0084, -0.0017, 0.0234], [0.0168, -0.0237, 0.0063], [-0.0015, -0.0012, -0.0020], [-0.0227, 0.0048, -0.0061], [-0.0077, -0.0151, -0.0035], [-0.0269, 0.0027, -0.0360], [-0.0140, -0.0282, -0.0207], [-0.0032, -0.0105, 0.0005], [0.0107, 0.0156, -0.0028], [-0.0064, -0.0310, -0.0130], [-0.0055, 0.0288, 0.0167], [-0.0063, -0.0079, -0.0329], [-0.0334, -0.0812, 0.0214], [0.0295, 0.0778, -0.0281], [0.0018, -0.0084, -0.0311], [-0.0021, 0.0031, -0.0026], [-0.0147, 0.0016, 0.0125], [0.0207, 0.0183, 0.0106], [-0.0222, 0.0008, -0.0100], [-0.0299, 0.0366, -0.0454], [0.0484, -0.0502, -0.0072], [-0.0085, -0.0082, 0.0029], [-0.0033, -0.0139, -0.0132], [0.0081, 0.0097, -0.0007], [-0.0051, -0.0254, 0.0007], [-0.0158, 0.0045, -0.0096], [-0.0067, -0.0098, 0.0064], [0.0141, 0.0132, 0.0179], [-0.0100, 0.0212, 0.0133], [-0.0029, 0.0032, 0.0007], [-0.0014, -0.0004, 0.0052], [-0.0003, 0.0051, -0.0004]], "homo_ev": [-2.123, -4.697], "total_charge": -1, "spin_multiplicity": 2, "relative_energy_kcal_mol": 0.0, "energy_ha": -6328.9103}

***

Largest force on an atom (Eh/bohr)
0.0082, 0.0583, 0.0059